(1)
A cluster of 8 separate species, C39H64BrNO27S3 in total at a distorted geometry. Source: OMol25; level of theory: wB97M-V/def2-TZVPD.

```
135
Properties=species:S:1:pos:R:3:forces:R:3:mulliken_charge:R:1
Br -7.808 3.645 -3.430 0.130 0.379 -0.403 -0.161
S -0.548 2.880 -2.491 0.886 0.725 -0.592 0.031
S -1.947 5.106 -1.058 2.289 0.134 1.780 1.671
S -2.624 2.392 -0.469 0.273 -1.846 2.699 1.355
O 4.455 -7.141 3.938 -0.571 0.474 -0.103 -0.386
O -3.110 1.092 -0.804 0.418 -0.963 -1.768 -0.761
O -3.562 3.031 0.395 -0.964 2.119 0.268 -0.718
O -6.225 8.094 -2.040 -0.127 0.296 0.602 -0.194
O 8.277 -10.945 3.625 -0.074 0.442 0.506 -0.335
O -1.090 5.936 -1.804 -0.356 1.355 -2.923 -0.721
O 2.117 0.620 3.487 2.151 -2.313 -1.786 -0.489
O 2.026 -2.926 -0.191 0.507 -0.162 0.576 -0.386
O 5.695 -5.139 0.382 -0.022 -0.593 0.321 -0.258
O 0.859 -2.251 -1.948 -2.390 -0.128 -1.599 -0.512
O 7.923 -12.821 4.775 -0.055 0.205 0.629 -0.345
O 8.340 -12.907 2.598 0.424 -1.874 -2.874 -0.482
O 3.391 -2.987 6.699 1.397 1.457 -2.036 -0.617
O -5.476 5.163 -0.458 -1.694 0.591 1.041 -0.734
O 5.620 -5.973 5.431 -0.359 0.572 -0.012 -0.337
O -3.364 5.654 -0.736 1.397 -0.491 -0.861 -0.381
O -5.968 9.741 -3.515 -0.164 0.589 0.350 -0.336
O 6.846 -5.935 -1.353 0.092 -0.576 0.216 -0.344
O 1.509 -3.901 7.438 -0.420 -0.370 0.323 -0.301
O -5.656 7.634 -4.129 0.501 -2.020 -2.376 -0.447
O 2.848 -1.357 -1.537 0.578 0.156 0.430 -0.329
O -1.318 4.939 0.193 -0.123 -1.436 2.496 -0.683
O 6.314 -7.980 4.803 1.964 -2.172 0.152 -0.482
O 3.284 -3.769 8.771 -0.202 -0.243 0.577 -0.331
O 0.271 1.836 3.545 -0.665 0.479 0.260 -0.175
O 1.671 1.841 5.274 -0.263 0.515 0.604 -0.346
O 6.245 -3.803 -1.298 -0.111 3.101 -1.375 -0.468
N -2.683 6.476 -6.255 1.252 -0.430 0.077 -0.483
C 0.554 0.492 -5.055 0.454 -0.651 0.559 -0.403
C -3.202 6.112 -3.901 0.044 -0.647 -1.521 -0.503
C 1.426 1.355 4.046 -1.394 1.492 1.094 0.538
C -3.336 2.472 -3.961 -0.235 -0.771 1.440 -3.489
C -5.922 8.410 -3.314 -0.624 1.665 1.682 0.484
C -6.552 10.343 -2.346 0.001 0.045 -0.054 -0.402
C 3.396 -2.732 0.214 -0.095 -0.055 0.014 0.030
C 1.189 -4.690 8.599 -0.043 -0.002 -0.049 -0.302
C -3.210 3.647 -2.980 0.545 -0.309 -0.367 2.439
C 7.813 -10.532 4.926 0.103 -0.123 0.000 -0.161
C 5.542 -7.114 4.735 -1.443 1.675 -0.103 0.654
C -1.177 2.073 0.555 -0.095 0.387 -1.904 -1.998
C -2.534 0.059 -3.620 -1.061 0.664 -1.264 -1.266
C -6.267 2.448 -3.167 -0.954 -0.466 1.144 0.013
C 0.725 2.890 5.533 0.074 0.037 0.064 -0.382
C 3.627 -6.008 4.291 -0.019 -0.111 -0.074 -0.207
C 2.790 -3.499 7.551 -1.221 -0.792 1.732 0.733
C -2.646 4.710 -3.947 -0.404 1.129 1.443 -2.084
C 6.263 -4.851 -0.810 0.157 -2.277 0.960 0.598
C 8.044 -11.775 5.755 0.083 -0.078 -0.046 -0.275
C -5.445 2.945 -2.017 -0.219 0.562 -0.386 -3.026
C -2.454 6.926 -4.917 -0.432 -0.694 0.379 -1.489
C -2.138 3.463 -1.873 -0.904 -0.363 0.607 0.055
C 2.193 -4.185 9.611 0.048 0.019 0.053 -0.322
C 1.815 -2.186 -1.289 1.603 0.188 0.945 0.606
C 6.860 -6.978 -0.361 0.066 0.014 -0.040 -0.375
C 4.624 -5.059 4.910 -0.016 0.109 0.250 0.351
C -6.842 1.119 -2.772 0.620 0.558 -0.385 -1.869
C -4.550 4.092 -2.396 0.865 -1.302 0.241 1.701
C -1.899 -0.105 -4.976 1.604 -0.093 1.505 -1.083
C 1.638 0.470 -4.025 -0.265 0.552 -0.262 -1.401
C -6.265 9.311 -1.277 0.022 -0.045 0.056 -0.379
C 3.723 -1.390 -0.390 0.051 0.158 -0.103 -0.314
C 5.718 -6.570 0.541 -0.089 -0.091 0.161 0.009
C 8.196 -12.289 3.563 -0.326 1.397 2.116 0.629
C -0.412 2.529 4.605 -0.138 0.033 -0.123 -0.300
C -3.690 1.033 -3.665 0.969 -0.302 -0.027 -0.680
C -4.554 5.240 -1.414 -0.798 0.482 -0.519 -0.382
C -0.460 -0.594 -4.818 -1.045 1.423 -0.703 -0.780
H -2.759 4.412 -4.940 -0.455 -0.814 -1.517 0.752
H 0.432 2.901 6.577 0.121 -0.176 0.118 0.305
H -5.038 4.450 -3.252 -0.763 1.136 -1.157 0.536
H -0.940 3.398 4.226 0.039 -0.002 -0.255 0.302
H 1.830 -3.323 10.171 -0.003 0.048 -0.065 0.274
H -0.382 1.665 -1.944 -0.601 0.084 0.267 0.158
H 4.761 -6.977 0.214 -0.003 0.040 -0.056 0.226
H -4.300 0.800 -2.847 -0.725 0.323 1.206 -0.407
H -1.600 4.798 -3.853 1.424 -0.040 0.301 0.769
H -3.464 5.885 -6.325 -1.258 -0.531 -0.290 0.171
H -0.325 -0.936 -3.838 0.137 -1.057 1.288 0.335
H 8.371 -9.676 5.284 0.123 0.130 -0.187 0.285
H -5.298 9.459 -0.796 0.046 -0.014 -0.060 0.281
H -2.419 2.445 -4.470 1.455 -0.056 -0.678 0.608
H -1.463 2.051 1.553 -0.910 0.315 1.660 0.715
H 0.142 1.462 -5.098 -0.863 1.152 -0.044 0.390
H -7.674 1.272 -2.158 -1.479 0.056 0.792 0.582
H 5.881 -6.845 1.577 -0.012 0.179 0.132 0.011
H -2.984 -0.862 -3.387 -0.432 -1.486 0.580 0.650
H 1.013 0.308 -5.981 0.570 0.068 -1.571 0.311
H -4.961 2.165 -1.506 0.673 -1.068 0.230 0.185
H -1.859 0.805 -5.511 -0.256 1.057 -0.783 0.725
H 3.475 -0.559 0.271 -0.117 -0.002 0.008 0.218
H -1.856 0.242 -2.848 1.219 0.535 1.116 0.393
H 0.162 -4.532 8.907 -0.110 0.164 -0.168 0.293
H -7.057 0.515 -3.598 -0.704 -0.860 -1.243 0.432
H 9.045 -11.813 6.190 0.020 -0.017 -0.067 0.243
H 2.864 -6.339 4.998 0.066 -0.047 0.007 0.239
H -5.344 4.357 0.002 0.197 -1.374 1.175 0.628
H -6.098 11.305 -2.136 0.174 0.046 -0.181 0.309
H -7.619 10.486 -2.518 -0.013 -0.074 -0.024 0.271
H 4.193 -4.446 5.703 0.437 -0.332 -0.258 -0.303
H -4.877 6.073 -1.937 -0.087 1.776 -1.262 -0.284
H -6.135 0.611 -2.186 1.018 -0.899 0.776 0.423
H 3.139 -5.593 3.416 0.053 -0.155 -0.194 0.294
H 7.312 -11.896 6.546 -0.135 -0.203 -0.051 0.287
H -2.434 -0.818 -5.519 -1.144 -0.953 -1.056 0.465
H -1.435 6.802 -4.675 1.561 0.199 0.277 0.396
H 1.183 3.848 5.283 0.014 -0.011 -0.071 0.269
H 7.824 -6.968 0.150 0.005 0.077 0.011 0.279
H 6.714 -7.951 -0.814 -0.025 0.031 -0.254 0.327
H 1.278 0.187 -3.079 -0.532 -0.476 1.373 0.106
H 5.094 -4.406 4.174 0.058 -0.080 -0.010 0.213
H -7.034 9.267 -0.514 -0.116 -0.236 -0.009 0.318
H -1.132 1.850 5.064 0.056 -0.059 0.014 0.281
H 2.403 -0.192 -4.283 1.214 -1.302 -0.273 0.466
H -0.785 1.132 0.316 0.276 -1.579 -0.582 0.661
H -0.410 2.761 0.377 0.948 1.310 0.037 0.558
H -2.717 7.935 -4.758 -0.323 1.443 -0.046 0.429
H -2.744 7.240 -6.863 -0.287 0.880 -1.169 0.292
H 1.327 -5.745 8.359 0.067 0.005 -0.029 0.247
H -0.339 -1.359 -5.522 0.610 -1.466 -0.766 0.679
H 2.509 -4.950 10.310 0.254 -0.044 -0.034 0.298
H -3.998 2.826 -4.694 -1.032 0.630 -1.016 1.383
H 4.002 -3.531 -0.198 0.023 -0.037 -0.119 -0.047
H 4.763 -1.307 -0.686 -0.004 -0.040 -0.282 0.305
H -6.199 3.249 -1.355 -0.850 0.694 1.261 1.603
H -4.227 6.087 -4.217 -0.547 0.125 0.202 0.419
H -4.228 0.677 -4.503 -0.981 -0.210 -1.171 0.731
H -5.751 2.432 -4.077 0.416 -0.030 -1.278 0.648
H 6.767 -10.262 4.857 -0.100 -0.003 -0.046 0.173
H 2.098 1.410 -3.909 0.668 1.405 0.061 0.413
H 3.486 -2.740 1.291 -0.224 -0.019 0.231 0.341
H -3.084 6.633 -3.001 -0.040 0.458 1.492 0.654
```
Positions in Å, forces in eV/Å.

## Properties
SMILES = CCCCCCC[C@@]1(CCCN)[C@@H](C[C@@H](C)Br)[C@@H](O)OS(=O)(=O)[C@@]1(S)S(C)(=O)=O.O=C1OCCO1.O=C1OCCO1.O=C1OCCO1.O=C1OCCO1.O=C1OCCO1.O=C1OCCO1.O=C1OCCO1
E_tot = -7379.15785 Ha
Spin multiplicity = 1
Total charge = 0
Orbital gap = 8.85 eV

---

(2)
A structure of composition C39H66N4O2S3Sr at a distorted geometry. Source: OMol25; level of theory: wB97M-V/def2-TZVPD.

```
115
Properties=species:S:1:pos:R:3:forces:R:3:mulliken_charge:R:1
Sr 1.651 -0.634 -0.057 1.854 -0.344 0.498 0.801
S 4.467 -1.040 -0.890 -0.136 -0.137 -0.089 -0.582
S 3.977 -1.106 2.040 -0.545 0.070 0.264 -0.391
S 6.734 -0.747 0.973 0.081 0.078 0.094 -0.475
O 0.485 -2.523 0.770 -0.050 0.157 0.034 -1.010
O 1.430 1.616 0.717 0.030 -0.161 -0.057 -0.353
N 3.023 2.044 -1.990 0.012 -0.042 0.161 -0.006
N 4.241 1.750 -2.688 0.063 0.038 0.038 -0.434
N 1.522 -1.573 -2.752 -0.303 0.330 -0.022 1.661
N -0.603 -0.252 -1.126 0.310 0.343 0.607 1.459
C 0.046 3.250 1.792 0.102 -0.003 -0.089 -0.172
C -2.882 6.257 0.638 -0.019 0.004 0.021 -1.675
C -3.070 -2.452 0.133 -0.049 -0.083 0.003 0.144
C 0.929 3.490 3.030 0.003 0.063 0.074 2.397
C 1.333 4.974 3.077 0.003 0.003 0.009 -1.769
C 0.360 2.325 0.747 -0.356 0.022 -0.350 0.380
C 5.349 3.922 -2.871 0.007 -0.022 0.040 -1.856
C -0.602 2.186 -0.308 -0.228 0.075 0.165 -0.250
C 0.111 3.161 4.291 0.009 0.005 0.009 -1.713
C 1.446 -3.010 -2.547 0.078 -0.055 0.042 -1.143
C -0.874 -1.041 -2.300 -0.188 -0.116 0.061 -1.285
C -2.440 -4.651 0.745 0.038 -0.086 0.037 0.602
C -4.168 4.522 -0.579 0.032 -0.013 -0.005 -2.139
C -1.505 -0.539 0.011 -0.017 0.070 -0.374 -0.340
C -1.768 -2.004 0.275 -0.119 -0.261 -0.067 -1.614
C 5.569 2.627 -0.730 0.004 -0.020 0.051 -1.386
C -4.132 4.495 1.897 0.005 0.025 0.010 -1.688
C -0.049 -5.262 1.382 -0.017 -0.171 0.013 2.270
C -1.114 -4.273 0.912 0.009 0.126 0.026 -0.671
C -0.733 -2.918 0.667 -0.428 0.254 -0.188 1.357
C -5.806 -3.392 1.120 -0.001 0.006 -0.022 -1.718
C 5.070 -0.948 0.759 0.509 -0.103 -0.403 0.032
C -1.124 3.991 1.696 0.058 -0.020 0.065 -0.157
C -3.287 4.776 0.646 -0.030 0.008 -0.013 2.034
C 0.548 -4.788 2.716 0.062 0.003 -0.006 -1.693
C -5.125 -5.680 0.457 0.030 -0.002 -0.002 -2.217
C 0.280 -1.017 -3.283 -0.035 -0.081 -0.282 -1.815
C -4.903 -4.194 0.169 -0.043 -0.016 0.009 2.131
C 6.627 1.769 -2.814 0.002 0.000 0.047 -1.830
C -3.446 -3.774 0.357 -0.096 0.114 -0.061 -1.138
C -0.623 -6.666 1.607 0.008 0.041 -0.021 -2.452
C -2.039 3.897 0.653 -0.056 0.007 -0.076 -0.665
C -0.414 1.209 -1.443 -0.330 -0.440 0.190 -0.408
C 2.224 2.672 3.108 -0.013 -0.043 -0.043 -1.978
C 5.426 2.525 -2.250 0.024 0.065 -0.020 1.933
C -1.744 2.970 -0.339 -0.157 0.046 0.079 -0.501
C 2.615 -1.236 -3.655 0.081 -0.066 0.017 -1.663
C -5.342 -3.924 -1.278 -0.015 0.002 0.010 -1.691
C 1.071 -5.385 0.339 0.077 0.034 0.007 -1.414
H -1.811 -0.705 -2.786 0.123 0.011 -0.191 0.336
H -6.177 -5.934 0.295 -0.008 0.012 0.000 0.442
H 0.663 -5.690 -0.630 -0.021 -0.002 -0.004 0.262
H 2.749 2.950 4.027 -0.012 0.014 0.008 0.507
H 6.520 3.103 -0.480 0.000 0.005 0.003 0.509
H 1.909 5.237 2.188 0.006 0.001 -0.014 0.342
H -0.233 -4.715 3.478 -0.024 0.002 0.003 0.330
H -2.296 6.509 1.523 0.011 0.003 0.004 0.287
H 3.554 -1.614 -3.251 0.000 -0.008 -0.011 0.420
H 2.694 -0.154 -3.752 0.022 0.008 0.014 0.334
H -3.821 -1.727 -0.172 0.006 0.005 0.002 0.496
H 0.466 5.637 3.127 0.001 0.007 -0.006 0.300
H -5.727 -2.322 0.927 0.003 0.009 0.005 0.317
H 4.774 3.230 -0.285 -0.028 0.005 -0.002 0.321
H -4.725 -4.494 -1.976 0.010 -0.008 0.001 0.354
H 1.794 -6.142 0.654 0.016 -0.005 0.014 0.522
H 2.044 1.600 3.129 -0.006 -0.002 -0.018 0.357
H -2.700 -5.682 0.932 -0.007 -0.019 0.006 0.599
H 1.957 5.165 3.955 0.001 -0.001 0.011 0.485
H -1.043 -7.086 0.690 -0.007 -0.001 -0.010 0.401
H -3.563 4.685 2.808 0.001 0.001 0.008 0.300
H -5.514 -3.566 2.157 0.005 -0.007 0.009 0.363
H -5.024 5.131 1.914 -0.005 0.004 0.001 0.459
H 4.439 0.784 -2.414 -0.053 0.040 -0.091 0.002
H -6.389 -4.209 -1.426 -0.008 0.002 0.000 0.458
H 7.552 2.315 -2.616 0.003 0.018 0.006 0.434
H 5.565 1.637 -0.265 0.007 0.028 -0.035 0.022
H 1.299 -5.503 3.065 0.010 0.002 -0.004 0.443
H -2.271 6.481 -0.238 0.000 -0.006 -0.014 0.350
H -1.182 1.442 -2.195 0.180 0.181 -0.159 0.466
H -2.472 -0.058 -0.198 -0.051 0.059 0.296 0.412
H -4.874 -5.929 1.489 0.011 0.000 0.006 0.388
H 2.839 3.039 -2.072 -0.094 -0.068 -0.145 0.248
H 0.491 0.011 -3.581 -0.011 0.001 -0.049 0.466
H 0.675 -3.260 -1.818 -0.006 -0.021 -0.010 0.159
H -2.425 2.831 -1.172 -0.001 0.001 0.005 0.387
H -5.051 5.166 -0.542 0.003 0.011 0.015 0.434
H 2.401 -3.355 -2.147 -0.005 0.000 0.002 0.324
H 2.455 -1.678 -4.655 -0.023 0.006 0.001 0.329
H -0.796 3.765 4.362 -0.004 -0.001 0.004 0.290
H 6.215 4.520 -2.576 0.023 -0.006 -0.002 0.410
H 5.317 3.854 -3.960 -0.005 -0.021 -0.008 0.358
H -4.508 3.486 -0.617 -0.002 -0.007 0.002 0.380
H 6.519 1.638 -3.893 -0.017 -0.012 -0.026 0.417
H -1.399 -6.670 2.376 -0.015 0.001 0.005 0.429
H 1.593 -4.437 0.222 -0.032 -0.060 -0.008 0.097
H -3.767 6.903 0.621 -0.004 0.003 0.007 0.469
H -3.632 4.739 -1.506 0.006 -0.003 -0.007 0.367
H -6.854 -3.684 0.999 -0.006 -0.002 -0.008 0.460
H -0.026 -1.558 -4.199 0.001 0.010 0.031 0.471
H 0.179 -7.330 1.940 0.017 0.009 0.007 0.449
H -4.522 -6.309 -0.201 0.005 -0.001 -0.006 0.387
H 1.023 -3.816 2.601 -0.006 0.008 0.009 0.260
H -0.182 2.110 4.286 -0.003 -0.013 -0.005 0.315
H 3.131 1.871 -0.987 0.015 0.064 -0.018 0.038
H -1.055 -2.066 -1.971 -0.044 0.011 -0.076 0.373
H -1.335 4.694 2.497 -0.017 0.006 -0.009 0.229
H -4.449 3.451 1.917 0.001 -0.011 -0.009 0.343
H 0.712 3.342 5.186 0.008 0.003 0.006 0.478
H -5.239 -2.868 -1.530 0.001 0.005 -0.004 0.318
H 4.458 4.459 -2.535 -0.028 -0.004 0.018 0.375
H 2.882 2.858 2.263 0.005 0.003 -0.017 0.198
H 1.240 -3.547 -3.490 -0.015 0.022 0.000 0.286
H 6.701 0.789 -2.337 0.008 -0.015 -0.001 0.325
H -1.072 -0.068 0.899 -0.063 0.095 -0.006 0.191
H 0.584 1.346 -1.881 -0.140 -0.076 -0.030 0.010
```
Positions in Å, forces in eV/Å.

## Properties
E_tot = -3120.66234 Ha
Spin multiplicity = 1
Total charge = -2
Orbital gap = 4.72 eV